No. 1
{"formula": "C42H39ClN4O7S3Ta", "method": "the ωB97M-V functional and the def2-TZVPD basis", "elements": ["Ta", "Cl", "S", "S", "S", "O", "O", "O", "O", "O", "O", "O", "N", "N", "N", "N", "C", "C", "C", "C", "C", "C", "C", "C", "C", "C", "C", "C", "C", "C", "C", "C", "C", "C", "C", "C", "C", "C", "C", "C", "C", "C", "C", "C", "C", "C", "C", "C", "C", "C", "C", "C", "C", "C", "C", "C", "C", "C", "H", "H", "H", "H", "H", "H", "H", "H", "H", "H", "H", "H", "H", "H", "H", "H", "H", "H", "H", "H", "H", "H", "H", "H", "H", "H", "H", "H", "H", "H", "H", "H", "H", "H", "H", "H", "H", "H", "H"], "coordinates": [[0.67674, -0.44268, -0.33592], [6.87194, 3.55320, -2.02628], [1.26576, -2.86272, -1.75356], [-1.25840, 0.72184, 2.21766], [0.39074, -1.42521, -2.83840], [0.83251, -4.18831, -2.02459], [0.65341, -2.37359, -0.33827], [-1.91231, 1.10333, 0.99531], [1.65433, 1.56663, 0.91286], [2.68555, -2.63024, -1.68604], [2.11721, 0.26666, -1.25940], [-0.73573, 1.74316, 3.07208], [-0.40082, 1.38342, -1.36008], [-0.04939, -0.31239, 1.73235], [2.45465, -1.02581, 1.05207], [-1.64812, -0.98056, -0.89573], [-2.57098, -4.59577, -0.37141], [-2.77616, -2.63715, -2.32766], [0.42273, 3.66316, -0.75036], [1.76090, 3.83515, -3.19024], [-4.49970, -1.46325, 3.09811], [5.18117, 1.54670, -2.68254], [3.09036, -1.57256, 3.32009], [4.65701, 2.78290, -0.68841], [4.34610, -1.99452, 2.83266], [1.96957, 4.80626, -2.22832], [3.65173, -1.39182, 0.63855], [3.23940, 1.00275, -1.42855], [-0.37391, 3.73113, 0.53005], [-4.63015, -1.25271, 4.46697], [-3.24578, -3.92332, -2.54884], [-2.06448, -3.32873, -0.09519], [-2.37097, 0.01165, -1.23271], [1.52644, -1.19792, 5.07986], [-1.66324, 1.31739, -1.53972], [2.66953, 2.19176, 0.65822], [-3.72605, -0.44623, 5.14596], [-2.19688, -2.32887, -1.06886], [4.62853, -1.90137, 1.50635], [-3.86783, 0.01845, -1.30183], [-1.40769, -3.18648, 1.25689], [-2.66742, 0.13521, 4.46711], [0.57421, -0.77323, 4.12912], [0.91820, 2.75441, -2.95260], [-3.44859, -0.88582, 2.40810], [-2.52603, -0.11077, 3.10806], [5.47341, 2.56383, -1.77801], [-2.49013, 2.43013, -2.09200], [0.32198, 2.63156, -1.69212], [3.53178, 1.98719, -0.50821], [-2.92464, -1.70633, -3.52114], [2.14739, -1.11247, 2.38753], [2.76508, -1.60148, 4.69242], [0.86050, -0.71831, 2.79056], [-3.16445, -4.90234, -1.57690], [0.60304, 1.84681, -4.10940], [1.27182, 4.72951, -1.03533], [4.05464, 0.75848, -2.51329], [-3.26026, 2.70220, -1.36518], [5.57925, -2.21749, 1.09967], [0.24182, 3.52945, 1.40829], [3.50271, -1.94194, 5.41044], [-0.99601, -2.20494, 1.44274], [-4.27883, -0.95674, -1.06177], [-3.97941, -1.47859, -3.70147], [2.99019, 2.96895, 1.36790], [-0.39685, -0.49264, 4.49749], [-0.59463, -3.91208, 1.33881], [2.63342, 5.64078, -2.42600], [-1.19524, 3.02364, 0.55926], [-3.35075, -1.01824, 1.33516], [1.25203, -1.19900, 6.12805], [5.07436, -2.39340, 3.53130], [0.29092, 0.86134, -3.80283], [4.87977, 3.57627, 0.01883], [5.84280, 1.37715, -3.52278], [-1.88840, 3.30479, -2.31554], [-4.25012, 0.33335, -2.27366], [-3.00059, 2.10287, -3.00212], [-3.67689, -4.15481, -3.51768], [-2.38630, -0.76522, -3.44131], [1.46660, 1.73501, -4.76734], [-3.84797, -0.26189, 6.20608], [3.79831, -0.03940, -3.20171], [-2.54344, -2.20744, -4.41063], [-5.45347, -1.70750, 5.00479], [-0.20512, 2.28396, -4.70658], [3.85697, -1.28786, -0.41262], [-1.98330, 0.80633, 4.97372], [-5.22191, -2.07441, 2.56712], [-2.47232, -5.35959, 0.39436], [2.23677, 3.91727, -4.16306], [1.35758, 5.52534, -0.30079], [-0.78490, 4.73678, 0.63768], [-3.54661, -5.89902, -1.76590], [-2.12403, -3.40726, 2.04825], [-4.21465, 0.74430, -0.55801]], "forces_ev_per_a": [[-0.704, 0.981, 0.567], [-0.064, -0.037, 0.019], [0.200, -0.473, -0.339], [0.193, -0.048, -0.072], [0.181, 0.070, -0.008], [-0.325, -0.018, 0.127], [0.826, -0.377, -0.405], [-0.112, 0.160, -0.196], [-0.296, -0.171, -0.102], [-0.091, -0.138, 0.029], [1.083, 0.175, -0.748], [0.160, -0.092, 0.119], [0.331, 0.163, 0.238], [0.110, 0.188, 0.650], [-0.518, 0.026, 0.176], [0.415, -0.551, 0.198], [-0.053, -0.097, 0.069], [0.066, 0.174, -0.104], [-0.121, 0.013, 0.184], [0.065, 0.066, -0.058], [-0.055, -0.068, 0.015], [0.022, -0.079, -0.089], [0.191, -0.075, 0.085], [0.159, 0.248, 0.101], [0.083, -0.048, 0.179], [0.017, 0.027, 0.019], [-0.133, 0.225, 0.028], [-0.863, -0.601, -0.007], [0.029, 0.012, -0.093], [-0.018, -0.002, 0.018], [-0.060, -0.053, -0.026], [0.046, 0.012, 0.189], [-0.298, 0.542, -0.009], [-0.144, 0.060, -0.005], [-0.313, -0.071, 0.023], [0.266, 0.080, -0.189], [-0.082, -0.073, 0.059], [0.079, 0.278, -0.183], [0.083, -0.010, -0.158], [0.002, 0.110, -0.007], [-0.087, -0.012, -0.029], [-0.095, 0.013, -0.046], [-0.197, 0.018, 0.171], [0.000, -0.126, -0.091], [0.162, 0.057, 0.037], [-0.057, -0.278, 0.139], [0.063, 0.050, -0.005], [-0.005, -0.029, 0.002], [-0.101, -0.367, 0.070], [-0.149, 0.349, 0.630], [0.085, -0.113, 0.162], [0.249, -0.070, -0.508], [0.100, -0.068, 0.026], [-0.599, 0.202, -0.609], [-0.005, -0.043, 0.009], [0.052, 0.082, -0.038], [0.023, 0.107, -0.002], [0.208, -0.067, -0.290], [0.039, -0.029, -0.037], [-0.036, 0.035, 0.008], [-0.047, 0.003, -0.052], [-0.052, 0.019, -0.068], [-0.145, -0.078, 0.017], [0.003, -0.010, 0.008], [0.068, -0.007, 0.042], [0.029, 0.049, -0.037], [0.031, -0.002, -0.024], [-0.067, 0.056, -0.031], [-0.052, -0.064, 0.022], [0.067, 0.102, -0.049], [0.028, -0.018, 0.135], [-0.017, -0.019, -0.081], [-0.040, 0.058, -0.038], [-0.059, -0.228, 0.073], [0.016, -0.081, -0.062], [-0.030, 0.020, 0.028], [0.014, 0.008, -0.001], [0.044, -0.017, 0.084], [0.020, 0.008, 0.063], [0.028, 0.009, 0.080], [0.079, 0.019, 0.033], [-0.045, 0.013, 0.055], [-0.020, -0.010, -0.050], [0.031, 0.068, 0.047], [-0.005, -0.026, 0.033], [0.037, 0.029, -0.032], [0.057, -0.023, 0.045], [-0.013, -0.097, -0.058], [-0.032, -0.063, -0.058], [0.062, 0.058, 0.062], [-0.011, 0.068, -0.075], [-0.039, -0.006, 0.095], [-0.005, -0.057, -0.070], [0.039, -0.018, -0.014], [0.054, 0.073, 0.005], [-0.074, -0.028, 0.012], [0.037, -0.049, -0.038]], "homo_lumo_gap_ev": 7.029, "e_homo_ev": -11.044, "charge": 1}

No. 2
{"formula": "C2H4FO3S", "method": "the ωB97M-V functional and the def2-TZVPD basis", "elements": ["S", "F", "O", "O", "O", "C", "C", "H", "H", "H", "H"], "coordinates": [[1.59052, -0.28686, -0.02390], [-0.38899, 1.94552, 0.03746], [1.64383, -0.30338, 1.43282], [2.58423, 0.54933, -0.68347], [1.38311, -1.59433, -0.64226], [-1.31465, -0.23965, 0.31732], [-0.38608, 0.64929, -0.44910], [-0.52965, 0.70172, -1.52506], [-0.89293, -0.40634, 1.30742], [-1.37043, -1.19644, -0.19312], [-2.31897, 0.18114, 0.42188]], "forces_ev_per_a": [[-2.417, 1.134, -0.992], [-0.080, 0.034, 0.097], [-0.034, 0.080, -0.227], [-0.177, -0.086, 0.215], [0.077, 0.112, 0.128], [-0.047, 0.209, 0.011], [2.717, -1.245, 0.862], [0.098, -0.136, -0.082], [-0.064, -0.020, 0.100], [-0.021, -0.130, -0.027], [-0.054, 0.049, -0.087]], "homo_lumo_gap_ev": 8.737, "e_homo_ev": -4.592, "charge": -1, "smiles": "C[C@@H](F)S(=O)(=O)[O-]"}

No. 3
{"formula": "C4H6O2", "method": "the ωB97M-V functional and the def2-TZVPD basis", "elements": ["O", "O", "C", "C", "C", "C", "H", "H", "H", "H", "H", "H"], "coordinates": [[2.03202, 1.05725, -1.42728], [0.40231, 1.23920, 0.79513], [1.36539, 0.23689, -0.93869], [0.75114, -0.83836, -0.43630], [-0.88539, 0.72216, 0.50733], [-0.69291, -0.73854, 0.03289], [-1.36622, -0.98340, -0.79659], [-1.35672, 1.32854, -0.27806], [1.22987, -1.77810, -0.66556], [0.92016, 0.40477, 0.95361], [-0.90690, -1.45043, 0.84052], [-1.49276, 0.80002, 1.41300]], "forces_ev_per_a": [[-0.491, -0.673, 0.356], [-0.067, -0.046, 0.750], [0.880, -0.273, -0.855], [-0.057, -0.110, -0.776], [-0.236, -0.083, 0.053], [-0.003, 0.026, -0.012], [-0.024, 0.093, 0.221], [0.234, -0.032, 0.162], [-0.060, -0.103, -0.087], [-0.207, 1.290, 0.498], [0.213, 0.114, -0.146], [-0.182, -0.202, -0.166]], "homo_lumo_gap_ev": 9.725, "e_homo_ev": -8.939, "charge": 0, "smiles": "O=C=CCCO"}

No. 4
{"formula": "C4H3N3O", "method": "the ωB97M-V functional and the def2-TZVPD basis", "elements": ["O", "N", "N", "N", "C", "C", "C", "C", "H", "H", "H"], "coordinates": [[-0.06733, 1.57097, 2.58196], [-0.01463, -0.45547, -2.10461], [0.61424, 1.12264, -0.21995], [-0.31762, -0.96426, 0.16186], [-0.02028, 0.28734, 0.54183], [-0.47575, -1.23745, -1.12675], [-0.26550, 0.60600, 2.01955], [0.64667, 0.58337, -1.48528], [1.37138, 1.06252, -2.13002], [-0.59635, -0.22992, 2.79363], [-0.87484, -2.34574, -1.03222]], "forces_ev_per_a": [[1.460, 6.778, 1.818], [0.735, 1.014, 2.137], [-0.139, -0.784, -2.793], [-1.536, 0.971, 1.583], [-0.200, -1.925, 1.041], [0.171, -2.629, 2.214], [-1.373, -6.902, 0.135], [0.446, 0.838, -1.296], [-0.261, 0.331, -0.248], [0.154, 0.064, -2.375], [0.543, 2.243, -2.217]], "homo_lumo_gap_ev": 9.380, "e_homo_ev": -10.203, "charge": 0, "smiles": "O=Cc1ncncn1"}

No. 5
{"formula": "C4H6O2", "method": "the ωB97M-V functional and the def2-TZVPD basis", "elements": ["O", "O", "C", "C", "C", "C", "H", "H", "H", "H", "H", "H"], "coordinates": [[-0.27149, 0.96896, -1.96405], [-0.01056, 0.08972, 1.68218], [-0.04031, 1.15010, 0.30231], [1.08125, -0.78059, -1.02472], [-1.18517, 0.71013, 1.11241], [0.20771, 0.44663, -0.97349], [1.05902, -1.18461, -2.03890], [-1.69474, 1.41517, 1.76981], [-1.83469, -0.07243, 0.72036], [0.66200, 0.96615, 1.47455], [0.74892, -1.53202, -0.30168], [2.11173, -0.51090, -0.76757]], "forces_ev_per_a": [[0.110, -0.197, 0.299], [0.221, 0.050, 0.100], [-0.213, 0.025, -0.317], [0.006, -0.032, -0.053], [-0.222, 0.011, -0.031], [-0.037, 0.123, -0.166], [-0.002, 0.061, 0.149], [0.118, -0.112, -0.090], [0.062, 0.148, -0.026], [0.070, -0.186, 0.200], [0.032, 0.120, -0.078], [-0.145, -0.009, 0.013]], "homo_lumo_gap_ev": 9.938, "e_homo_ev": -9.403, "charge": 0}

No. 6
{"formula": "C12H16Cl3F3O3Ru", "method": "the ωB97M-V functional and the def2-TZVPD basis", "elements": ["Ru", "Cl", "Cl", "Cl", "F", "F", "F", "O", "O", "O", "C", "C", "C", "C", "C", "C", "C", "C", "C", "C", "C", "C", "H", "H", "H", "H", "H", "H", "H", "H", "H", "H", "H", "H", "H", "H", "H", "H"], "coordinates": [[-0.51964, -0.57190, 0.31221], [1.86432, -0.54059, 0.73854], [-2.70489, 0.20122, 0.49435], [-0.68735, -2.62716, 0.21205], [0.05627, -1.76591, 4.87975], [0.15660, 0.17852, 5.86339], [1.96594, -0.66110, 4.90672], [0.25992, 2.69329, 0.62511], [-0.44109, -0.41094, 2.55747], [0.90172, 1.28037, 3.41148], [0.58778, -0.54856, 4.81050], [0.32947, 0.21899, 3.41395], [0.37144, -1.26173, -2.51102], [0.58124, -2.63463, -3.03382], [-1.63812, 1.74522, -1.85460], [0.76562, 0.84045, -1.80928], [-2.22531, -1.29256, -2.57708], [-0.91450, -0.70299, -2.21304], [-0.65935, 0.63313, -1.68499], [2.81528, -0.52509, -2.55452], [1.39294, -0.29141, -2.29994], [1.39305, 2.13488, -1.42254], [1.24005, 2.91452, -2.20618], [-2.30479, -2.30559, -2.20794], [3.04066, -0.50053, -3.62595], [-1.64834, 2.12337, -2.90367], [1.61194, -3.01468, -2.85054], [-2.64765, 1.46226, -1.56605], [3.39704, 0.28575, -2.05659], [2.48122, 2.05059, -1.34421], [-1.31480, 2.61255, -1.20592], [-0.12450, -3.36823, -2.57868], [0.84647, 2.32616, -0.29151], [3.16120, -1.47650, -2.15529], [-2.32576, -1.33684, -3.65038], [-3.04538, -0.71217, -2.13832], [0.41062, -2.66733, -4.13320], [0.57058, 2.13736, 1.50903]], "forces_ev_per_a": [[0.588, 5.709, 0.754], [0.102, -0.069, -0.272], [-0.498, -0.425, 0.493], [-0.698, -5.763, 0.134], [0.131, -0.099, 0.472], [0.177, -0.374, 0.095], [-1.130, -0.288, 0.628], [0.738, -1.557, 3.249], [1.714, 1.549, 2.403], [0.175, 1.196, -0.718], [0.698, 0.705, -2.143], [-2.093, -2.589, -0.805], [-1.282, 0.588, -0.249], [0.061, -0.908, -0.272], [0.390, 1.609, 0.344], [0.345, 1.710, 0.306], [-0.164, 0.238, 0.672], [2.469, 0.489, -0.285], [0.147, -1.239, -0.717], [1.086, 0.877, 0.430], [-1.579, -0.632, -0.006], [1.281, -1.570, -3.429], [-0.640, 0.102, 1.108], [-0.081, -0.411, 0.189], [0.086, -0.018, -0.054], [0.068, -0.301, 0.341], [-0.592, 0.270, -0.073], [0.104, 0.104, -0.109], [-0.165, -0.634, -0.386], [-0.065, -0.088, 0.443], [-0.516, -0.845, -0.562], [0.415, 0.491, -0.186], [-0.606, 0.756, 1.620], [0.018, -0.107, 0.096], [-0.165, 0.075, -0.601], [0.133, -0.148, -0.174], [0.106, -0.103, 0.371], [-0.756, 1.700, -3.108]], "homo_lumo_gap_ev": [5.900, 5.942], "e_homo_ev": [-0.425, -1.157], "charge": -2, "s_squared": 6.0306, "spin_multiplicity": 5}

It is found that the ΔE to the lowest compared entry with this formula, charge and spin values, taken in the order of the records, are 9.7; 80.3; 213.0; 174.7; 456.8; 207.4 kJ/mol.